19
Properties=species:S:1:pos:R:3:forces:R:3:lowdin_charge:R:1 method="wB97M-V/def2-TZVPD" spin_multiplicity=1 smiles=CCCCNC energy_ev=-6885.4553 de_lowest_kj_mol=71.6 homo_lumo_gap_ev=10.0 lumo_ev=1.20
C -0.266 -2.592 -0.481 -1.1 0.7 0.6 -0.1198
C 0.871 -1.784 0.121 0.3 -1.0 0.1 -0.2891
C 0.406 -0.521 0.834 0.3 0.1 -1.0 -0.2075
C -0.023 0.590 -0.126 0.8 0.3 0.8 -0.2590
N -0.172 1.862 0.591 -0.2 -0.1 -0.3 -0.1313
C -0.718 2.919 -0.245 -0.5 0.6 -0.2 -0.1530
H -0.880 -1.941 -1.113 0.2 -0.4 -0.4 0.0667
H -0.973 -2.877 0.311 0.2 -0.2 0.0 0.0744
H 0.054 -3.498 -0.979 0.1 0.0 -0.3 0.0664
H 1.323 -2.413 0.882 0.3 -0.2 0.2 0.0962
H 1.648 -1.698 -0.646 0.0 0.7 0.1 0.1054
H -0.384 -0.854 1.504 -0.1 0.5 0.3 0.1122
H 1.244 -0.100 1.392 -0.1 -0.2 0.4 0.1069
H 0.794 0.659 -0.862 -0.3 0.0 -0.4 0.1207
H -0.961 0.397 -0.615 -0.3 -0.3 -0.3 0.1022
H 0.744 2.165 0.896 0.0 -0.1 0.2 0.0974
H -1.310 3.626 0.340 0.2 0.1 0.2 0.0681
H 0.021 3.497 -0.806 0.2 0.0 0.0 0.0713
H -1.420 2.563 -1.001 0.1 -0.4 0.1 0.0718